[1]
Formula: C29H38CoN3O5SSi2
Source: OMol25
Level of theory: ωB97M-V/def2-TZVPD

The geometry in XYZ format:
```
79
Properties=species:S:1:pos:R:3:forces:R:3:mulliken_spin:R:1
H -4.50485 1.05918 0.72540 -0.150 -0.023 0.055 0.001
C 3.57249 1.28162 -0.46144 -0.025 0.022 0.036 0.001
C 2.18097 -0.35014 2.71254 0.234 0.501 -0.272 -0.001
H -2.13841 4.34699 -4.35963 0.003 0.006 0.011 0.000
H 4.97434 2.92390 -0.57643 0.021 0.021 -0.012 0.000
C -4.80565 -3.50644 0.11795 -0.034 -0.076 -0.023 0.000
S -0.88108 1.47133 -2.36677 -0.035 -0.004 0.196 -0.014
H 0.65832 -3.36326 1.59787 -0.022 0.009 0.127 0.001
C 0.49461 4.23624 1.32508 -0.037 -0.070 0.280 0.003
Si -0.34103 -2.10834 -0.31850 -0.161 0.073 0.259 -0.252
H 0.70433 -0.07061 -3.11498 -0.005 0.006 0.014 0.003
C 0.22678 4.34647 2.68964 -0.043 -0.213 -0.104 -0.009
H 0.78618 5.09422 0.73700 -0.011 0.030 0.026 0.000
H -3.12569 2.12966 0.51129 0.064 0.146 0.041 0.007
N 0.31930 6.65976 3.84847 -0.020 -0.513 -0.269 -0.004
H 1.13043 0.92562 -5.47063 -0.047 0.028 -0.007 0.000
H -0.92761 3.83503 -2.04295 0.015 0.042 0.028 0.001
H -1.89068 -0.70244 3.42350 0.071 -0.089 0.069 0.003
H 3.99171 1.57512 3.37169 0.016 -0.001 0.068 0.000
H -2.77035 0.82416 3.27210 -0.003 0.153 0.063 0.001
C 0.38790 2.98901 0.74113 -0.107 -0.282 0.040 -0.016
C -2.56564 -4.00942 -0.57667 0.055 -0.049 0.007 0.002
C -3.04601 -1.87469 0.41826 -0.097 0.197 0.113 -0.005
O 5.54049 3.43566 3.20573 0.030 0.081 -0.833 0.000
H 0.55179 -4.40810 0.16865 -0.037 -0.136 -0.043 -0.004
C 0.77647 -3.39944 0.51784 -0.067 0.095 -0.092 -0.018
C 4.53188 2.33981 1.43341 0.098 0.131 0.019 0.000
C -3.44870 3.78484 -2.73687 -0.036 0.003 0.003 0.000
O 2.66591 -0.63749 3.79917 0.107 -0.018 0.234 -0.001
H 0.60100 2.85461 -0.31442 -0.056 -0.042 0.109 -0.005
C -2.29497 3.50106 -3.68478 0.018 -0.049 -0.081 0.000
C -3.50483 1.12953 0.29702 0.088 -0.096 0.026 -0.023
H 0.98607 -2.12576 -2.50446 0.154 0.026 -0.014 0.003
C 0.16745 0.95514 -4.94913 0.081 -0.001 -0.083 -0.002
C 2.99309 0.55384 1.77672 0.162 -0.039 -0.078 -0.003
H -0.29997 1.90155 -5.23306 -0.026 0.026 0.016 0.000
H -0.74634 -1.90274 -2.80214 -0.107 0.098 -0.078 0.005
H -4.21360 -5.36387 -0.78394 -0.024 -0.058 -0.024 0.000
C 3.85798 1.50369 2.30414 -0.041 -0.108 -0.103 0.002
H -3.22743 4.64106 -2.09780 0.006 0.059 0.033 0.000
H -0.11256 -3.48564 -2.36807 -0.026 -0.138 -0.046 -0.001
H -3.63957 2.92498 -2.09876 -0.008 -0.050 0.050 0.000
H 3.46980 1.17598 -1.53356 -0.004 -0.022 -0.033 0.000
C 0.28436 5.62813 3.33349 0.057 0.604 0.340 0.002
C -0.69160 -0.21575 -5.41012 -0.074 -0.010 0.012 0.000
C -3.88970 -4.38708 -0.44760 -0.064 -0.028 0.001 -0.001
O 1.05449 -0.66270 2.24120 -0.388 -0.461 0.141 -0.001
H -1.86305 -4.70649 -1.01825 0.074 -0.067 -0.044 -0.001
H -1.63114 -0.24943 -4.86079 0.028 0.007 -0.030 0.000
N 0.02862 1.89058 1.41846 0.030 -0.075 0.358 -0.020
C 0.45848 0.93588 -3.45616 0.037 0.021 0.059 0.000
H -3.58169 1.01466 -0.78252 -0.001 -0.010 -0.107 0.003
H -3.62250 -0.70333 3.10142 -0.124 -0.051 0.014 -0.002
O -2.13190 0.79658 -2.80607 -0.040 -0.015 -0.080 0.000
C 4.41525 2.25210 0.05509 -0.065 -0.061 0.044 0.001
H -0.17266 -1.15956 -5.24513 0.023 -0.055 0.029 0.000
C -2.12519 -2.75566 -0.14794 0.197 -0.062 -0.091 0.001
C 2.85935 0.45155 0.39493 -0.072 -0.009 0.049 0.009
C -0.19010 1.99972 2.74318 0.132 0.129 -0.390 -0.018
H -0.90686 -0.13116 -6.47409 -0.019 -0.016 -0.095 0.000
C -2.68567 -0.19002 2.88336 0.010 0.008 -0.117 -0.026
H 1.29253 1.58994 -3.19034 0.067 0.034 0.030 0.000
H -2.54349 2.63200 -4.29752 0.017 0.030 -0.033 0.000
C -0.99218 3.22607 -2.94591 0.018 -0.075 0.025 0.002
O 6.00033 4.11165 1.19298 -0.257 -0.366 0.626 0.000
N 5.42634 3.37296 1.98867 0.201 0.282 0.187 0.000
H 1.82634 -3.19840 0.30188 0.141 0.033 -0.018 0.001
C -4.38001 -2.26340 0.54763 -0.041 0.018 -0.003 0.005
H -5.84405 -3.79513 0.22058 -0.062 -0.020 0.006 0.000
Si -2.35494 -0.21050 1.00062 0.179 -0.088 -0.168 -0.148
Co -0.10730 -0.04015 0.70465 -0.084 0.192 -0.403 1.548
H -4.36257 4.00345 -3.28733 -0.056 0.012 -0.027 0.000
H 2.18679 -0.30525 -0.01115 0.024 0.007 -0.009 -0.023
C -0.10791 3.20147 3.41569 0.121 0.278 -0.230 0.003
H -5.10016 -1.58426 0.98746 -0.089 0.086 0.058 -0.001
H -0.29132 3.24254 4.47843 -0.022 0.045 0.030 0.001
H -0.42640 1.08470 3.26140 0.007 -0.092 -0.008 0.004
C -0.01451 -2.41565 -2.18139 0.045 0.095 0.144 -0.010
H -0.11905 3.43775 -3.55980 0.059 0.005 -0.035 0.000
```
Positions in Å, forces in eV/Å.

ΔE to the lowest compared entry with this formula, charge and spin   39.8 kJ/mol
LUMO level (spin up / spin down)   1.443 / 1.452 eV
<S²>   0.89
Spin multiplicity   2
Charge   -1

---

[2]
Formula: C29H38CoN8O2
Source: OMol25
Level of theory: ωB97M-V/def2-TZVPD

The geometry in XYZ format:
```
78
Properties=species:S:1:pos:R:3:forces:R:3:nbo_charge:R:1
H -2.75701 1.18204 5.40081 -0.015 0.153 0.065 0.227
H -4.03981 0.03794 5.03031 -0.138 -0.001 0.019 0.234
H -4.10471 1.30974 -0.46789 0.023 0.015 -0.105 0.213
C -3.05481 -3.04626 -1.94809 0.842 0.828 0.364 -0.043
Co -0.53131 0.88704 -1.18649 0.710 0.462 1.207 1.449
H -1.63831 4.40494 -2.00829 -0.036 -0.042 -0.093 0.213
O -0.24311 -0.94706 -1.03389 0.431 -2.709 0.178 -0.816
C -0.65151 -0.23416 4.34831 -0.345 -0.441 0.982 -0.222
C -0.97261 -1.99736 -1.18419 0.101 -0.127 0.080 0.534
C -2.53641 -4.31476 -1.73309 0.703 -0.333 0.234 -0.065
H 5.99039 4.07724 -3.71379 0.010 0.018 -0.060 0.232
H 1.93359 -1.61266 2.50591 0.051 0.032 0.015 0.224
H -2.69791 -6.37186 -2.30559 -0.005 -0.053 -0.089 0.233
H -2.30361 3.13744 -3.05029 0.050 0.014 0.042 0.207
C 4.05779 3.62224 -2.90129 0.462 -0.612 0.489 -0.078
N -0.59881 0.42244 3.07291 -0.052 -0.281 -1.386 -0.171
C 5.01429 4.53904 -3.58269 0.131 0.297 0.058 -0.632
C -2.92281 -0.61716 -1.70949 -0.406 1.731 0.241 0.185
H -0.33701 0.50984 5.08191 0.081 -0.092 -0.087 0.252
C 2.81809 -1.47996 1.87941 0.052 0.065 -0.299 -0.411
H -3.98311 -0.64146 -1.96019 -0.143 0.036 -0.015 0.185
C 4.50589 2.66294 -2.00149 -0.253 0.418 -0.494 -0.046
C 1.78989 2.89364 -2.41249 0.892 -0.214 0.013 -0.276
H 1.28489 -1.56116 -0.33349 -0.254 0.021 -0.117 0.459
H -3.99451 1.65424 -2.20219 -0.001 -0.010 0.117 0.206
C 2.69079 3.72734 -3.09369 -0.390 -0.783 0.746 -0.022
H 4.87799 -0.29736 1.05241 0.106 0.064 -0.149 0.416
N -2.41041 0.53814 -1.39749 -2.347 -1.824 -0.583 -0.552
C -0.75951 -0.07106 1.83761 0.051 0.552 -0.050 0.167
C -3.06841 0.40284 4.71121 0.129 -0.162 0.162 -0.615
C 0.40769 3.16684 -2.54729 -1.357 0.079 0.214 0.209
H 2.01399 0.15884 0.65731 0.128 0.080 0.137 0.254
H 2.30489 4.47444 -3.76629 -0.139 0.187 -0.172 0.228
C -3.41531 1.59034 -1.27169 -0.659 0.449 0.081 -0.243
H -3.94201 -5.81236 -1.19979 -0.093 -0.086 -0.032 0.236
C -1.84831 3.33454 -2.07179 -0.569 0.599 -0.070 -0.242
N -0.59641 2.60114 -1.94189 1.012 2.301 -1.407 -0.585
H 2.95199 -3.52736 1.17221 0.011 0.057 -0.072 0.229
H -3.18631 0.84444 3.72261 -0.007 0.045 -0.113 0.198
H 5.44669 0.93224 -0.61749 0.101 -0.032 0.095 0.220
N 1.58919 -2.46866 0.02931 -0.839 -0.725 -0.506 -0.499
H -1.73961 -2.60456 3.61821 0.084 -0.174 -0.054 0.200
C 2.85099 -0.05056 1.32681 -0.764 -0.163 0.537 -0.266
H 3.65769 -2.32556 0.07631 -0.122 -0.140 0.044 0.216
C 0.77849 -3.47646 -0.23119 0.528 0.947 0.094 0.251
H -0.91281 -1.09856 1.58581 -0.038 -0.235 -0.027 0.238
C -2.31221 -1.89226 -1.64489 0.544 -1.087 -0.129 -0.257
H -2.84741 -1.48076 2.80301 -0.038 0.026 -0.111 0.195
H 2.81369 0.66724 2.15821 -0.018 -0.085 -0.176 0.230
N 4.08089 0.13444 0.60171 0.579 0.679 -0.877 -0.487
H 5.14319 5.43674 -2.97609 0.105 0.072 -0.070 0.237
H -1.98011 -1.15106 5.70951 0.065 0.027 -0.035 0.230
H 0.05399 -1.06946 4.34841 0.034 0.126 -0.008 0.210
N -0.69131 0.94324 0.99121 -0.059 -0.992 -0.003 -0.396
H 3.69279 -1.64316 2.51191 -0.001 -0.051 0.086 0.230
H -3.62081 3.68254 -0.91169 0.019 -0.011 0.025 0.246
C -2.81691 2.94894 -0.96909 0.167 -0.281 -0.310 -0.426
H 1.08989 -4.46856 0.07111 0.102 -0.071 0.108 0.224
C -1.27581 -4.42756 -1.15209 -0.463 0.316 -0.227 -0.062
C -3.33721 -5.52786 -2.06179 -0.229 -0.237 0.158 -0.633
H 5.57109 2.60114 -1.82459 0.125 -0.043 -0.039 0.217
H 0.18389 4.02144 -3.18699 -0.039 0.118 0.050 0.188
N -0.43121 1.73484 2.95051 0.143 0.555 1.399 -0.024
C 4.38189 0.92434 -0.41919 -0.116 -0.325 0.602 0.268
C 2.23459 1.86254 -1.52309 -0.077 -0.194 0.137 0.565
N -0.48631 2.03254 1.72631 0.059 0.750 -0.591 -0.051
C 2.82239 -2.52546 0.75841 0.573 -0.155 0.517 -0.228
C -2.06351 -0.74436 4.69771 0.083 0.155 -0.219 -0.221
H 4.63269 4.85064 -4.54989 0.049 0.011 -0.140 0.233
H -2.28941 2.93674 -0.01389 -0.065 0.098 0.052 0.225
C -0.47171 -3.30936 -0.85789 -0.511 0.404 -0.355 -0.287
O 1.39429 1.03984 -1.01999 1.920 0.202 -0.006 -0.775
C -2.52511 -1.86676 3.76901 0.051 0.106 0.247 -0.618
H -3.37581 -2.37646 4.21181 -0.106 -0.065 -0.023 0.243
H -0.88911 -5.40706 -0.91969 0.052 -0.242 0.008 0.224
C 3.66319 1.78674 -1.27489 -0.474 0.058 -0.211 -0.296
H -4.05191 -2.93286 -2.34599 -0.183 0.008 -0.040 0.230
H -4.01101 -5.33636 -2.89329 -0.007 -0.079 -0.059 0.233
```
Positions in Å, forces in eV/Å.

LUMO level (spin up / spin down)   -6.009 / -6.041 eV
<S²>   3.76
Spin multiplicity   4
Charge   +2

---

[3]
Formula: C29H38N3O
Source: OMol25
Level of theory: ωB97M-V/def2-TZVPD

The geometry in XYZ format:
```
71
Properties=species:S:1:pos:R:3:forces:R:3:mulliken_charge:R:1
H 3.25773 2.80773 -1.42441 -0.003 -0.158 -0.050 0.309
C -2.40339 -0.80808 -2.76102 0.255 0.344 0.081 -0.116
C -2.20970 0.76492 3.27254 0.023 -0.174 0.060 -1.768
H -2.08149 0.92146 0.57316 -0.252 0.038 0.045 0.420
C -0.41148 -0.05315 -0.67477 -0.398 -0.240 -1.480 -0.907
H -4.94715 -0.10181 -4.85075 -0.128 -0.021 -0.116 0.408
C 3.85577 2.80360 -3.53199 0.226 -0.054 -0.143 -0.650
H -0.90938 -0.99734 -0.57431 -0.211 -0.216 0.126 0.564
C 2.61713 -4.59604 1.52359 -0.085 -0.330 -0.049 -0.421
H 2.92799 3.50212 -5.40486 0.017 0.179 0.159 0.335
C -4.06126 0.05239 -4.25782 -0.023 0.061 -0.037 -0.343
H 4.77198 3.28724 -3.17345 -0.254 -0.139 -0.076 0.296
H -3.73305 0.57119 1.03401 -0.044 -0.067 0.197 0.560
H 2.97900 0.16336 1.43164 -0.093 0.041 0.068 0.538
C 2.87752 -2.78066 3.05078 0.059 0.183 0.194 -0.179
H 3.00370 -4.83504 3.61018 0.077 -0.087 0.106 0.431
H 3.02128 -2.41878 4.05555 0.166 0.042 0.169 0.509
N 1.62509 2.88118 -2.65484 -1.955 0.842 -0.642 -0.351
H -1.91139 0.43539 4.26575 -0.065 0.045 0.098 0.338
O 1.40408 -0.78805 5.00420 -0.385 0.125 -0.617 -0.638
C -0.69823 0.72094 -1.79083 0.425 -0.507 1.410 -0.245
C 0.38154 4.21707 -4.26704 -0.249 0.420 -0.185 -1.227
C -0.85613 -2.39933 4.51044 -0.200 -0.027 -0.182 -1.291
C 0.32013 0.38173 0.41559 -0.449 -1.039 2.763 -0.780
H 1.24612 1.13859 2.98590 0.123 -0.105 -0.019 0.490
H -0.03822 -2.79090 5.11357 0.092 0.137 -0.126 0.347
C -0.84175 -1.06205 2.23001 -0.122 -0.689 0.273 -1.360
H -3.23506 -2.34560 2.11240 -0.003 -0.109 -0.060 0.401
H -3.18490 1.24318 3.34280 -0.035 0.007 0.005 0.484
C -3.29558 -1.45250 2.73367 0.310 -0.032 0.115 -1.846
C 0.80820 -0.71932 3.94949 -0.970 -0.496 -0.397 -0.014
C 2.67449 -1.86625 2.02657 -0.189 -0.141 -0.046 0.209
N 0.23000 -0.17250 1.66856 0.303 0.801 -0.760 0.867
H 2.59367 -5.65457 1.32684 0.020 -0.187 -0.049 0.413
H 3.35956 -0.18245 3.11415 -0.296 0.182 -0.009 0.623
H -1.98338 -1.63986 -2.22279 0.053 -0.211 0.092 0.522
H -1.92687 2.49037 -3.35055 0.172 0.245 -0.033 0.539
H 4.16007 1.93838 -4.13293 -0.098 0.188 0.145 0.274
H -0.87114 -1.98239 1.63979 -0.101 -0.077 -0.075 0.683
C 2.64499 -0.39540 2.31179 0.437 0.084 -0.069 -1.530
H -2.80322 -0.65467 0.19703 -0.087 -0.032 -0.145 0.383
C -2.26006 -0.40657 2.29060 -0.191 0.426 0.013 2.209
C 2.38029 -3.69959 0.50297 -0.109 -0.068 -0.306 -0.979
H 2.19864 -1.64274 -0.03618 0.072 0.160 -0.331 0.487
C 2.97205 3.75624 -4.33825 0.111 0.330 -0.463 -0.406
H -3.91462 2.12987 -4.73766 -0.008 0.089 -0.092 0.421
C 2.91853 2.39140 -2.38304 1.487 -0.717 0.753 -0.455
H -1.30682 -3.21917 3.95808 -0.071 -0.020 -0.050 0.429
H 3.31171 4.79574 -4.25395 -0.099 -0.072 -0.163 0.275
H -1.49237 1.51350 2.93718 0.038 0.138 -0.018 0.322
H -0.30807 3.43720 -4.58990 0.015 -0.035 -0.002 0.209
H -3.16439 -1.74800 3.77044 -0.069 -0.014 0.011 0.399
C 1.25121 0.07032 2.73540 0.172 1.116 -0.406 0.080
H -0.12585 4.84073 -3.52986 -0.018 -0.048 0.015 0.323
H -0.14164 1.62845 -1.94158 0.218 0.588 0.018 0.451
H -4.30317 -1.05390 2.62806 0.021 0.116 0.001 0.450
H 0.60655 4.83647 -5.13622 -0.003 -0.027 0.070 0.374
H 0.88899 1.28895 0.32328 0.719 0.134 0.140 0.668
C -2.73846 0.13717 0.93938 0.124 0.014 0.143 -2.026
C 2.85449 -4.13700 2.80234 -0.019 -0.087 0.134 -0.830
C -1.78831 0.45765 -2.67757 -0.667 -0.422 -0.641 0.748
C -3.47443 1.30455 -4.20124 -0.212 0.104 -0.077 -0.788
C 1.61191 3.61708 -3.69948 0.724 -0.859 0.520 0.541
C 2.40531 -2.34360 0.75380 -0.011 0.108 0.084 0.156
C -3.51790 -1.00177 -3.54380 0.013 -0.226 0.073 -0.874
H 2.16263 -4.05574 -0.49094 0.023 -0.075 -0.165 0.435
C -2.35248 1.50673 -3.43331 0.515 -0.234 0.500 -0.458
H 2.86865 1.30044 -2.26478 0.100 0.125 0.086 0.159
H -3.97405 -1.97746 -3.59037 -0.043 -0.120 -0.033 0.419
H -1.58611 -1.95563 5.18302 -0.120 -0.098 0.111 0.403
N -0.33952 -1.39544 3.59595 1.220 0.845 -0.664 0.584
```
Positions in Å, forces in eV/Å.

ΔE to the lowest compared entry with this formula, charge and spin   34.1 kJ/mol
LUMO level   -4.673 eV
Charge   +1